2 unconnected molecules or ions with the total composition C2H6OS2 in a non-equilibrium geometry. Source: the OMol25 dataset; level of theory: ωB97M-V with the def2-TZVPD basis set.

Results
Relative energy (zero: lowest compared OMol25 entry of this formula, charge and spin) = 7.2 kcal/mol
Net charge = +1
2S+1 = 2

Bonds (Å) are listed after each position.
Cartesian coordinates (Å):
1 S -2.49 1.14 3.09  S2 1.997, H3 1.346
2 S -4.09 1.49 1.95  S1 1.997, H4 1.351
3 H -2.88 -0.13 3.25  S1 1.346
4 H -3.69 2.74 1.61  S2 1.351
5 O 1.46 -0.54 0.30  C6 1.198
6 C 1.27 -0.87 -0.83  O5 1.198, C7 1.503, H8 1.108
7 C 2.28 -0.63 -1.91  C6 1.503, H9 1.073, H10 1.097, H11 1.080
8 H 0.34 -1.39 -1.14  C6 1.108
9 H 2.69 0.35 -1.74  C7 1.073
10 H 3.15 -1.25 -1.67  C7 1.097
11 H 1.96 -0.92 -2.90  C7 1.080

Mulliken atomic charge list, values in e, 5 entries: 0.2192, 0.1770, 0.2998, 0.3029, -0.4889